No. 1
{"formula": "C13H21BrN", "method": "wB97M-V/def2-TZVPD", "relative_energy_kj_mol": 0.00, "multiplicity": 1, "smiles": "CCCCCC[NH2+]Cc1ccc(Br)cc1", "e_lumo_ev": -2.9, "total_charge": 1, "gap_ev": 9.39, "e_tot_ha": -3136.4997, "elements": ["C", "C", "C", "C", "C", "C", "N", "C", "C", "C", "C", "C", "Br", "C", "C", "H", "H", "H", "H", "H", "H", "H", "H", "H", "H", "H", "H", "H", "H", "H", "H", "H", "H", "H", "H", "H"], "coordinates": [[-4.30, -2.33, 1.05], [-3.77, -1.20, 0.18], [-2.30, -1.44, -0.18], [-1.75, -0.42, -1.20], [-1.80, 1.04, -0.74], [-1.10, 1.30, 0.59], [0.30, 0.82, 0.57], [1.25, 1.63, -0.26], [2.63, 1.04, -0.18], [3.02, 0.06, -1.09], [4.28, -0.51, -1.02], [5.15, -0.10, -0.02], [6.88, -0.88, 0.09], [4.77, 0.87, 0.90], [3.51, 1.43, 0.81], [-3.74, -2.40, 1.98], [-5.35, -2.14, 1.30], [-4.24, -3.28, 0.54], [-4.35, -1.15, -0.74], [-3.88, -0.25, 0.70], [-2.21, -2.43, -0.63], [-1.70, -1.44, 0.73], [-0.73, -0.70, -1.47], [-2.35, -0.50, -2.11], [-2.84, 1.34, -0.62], [-1.38, 1.67, -1.52], [-1.10, 2.37, 0.81], [-1.63, 0.78, 1.39], [0.29, -0.14, 0.20], [0.68, 0.78, 1.53], [1.24, 2.65, 0.13], [0.89, 1.64, -1.28], [2.35, -0.25, -1.88], [4.58, -1.26, -1.73], [5.46, 1.19, 1.66], [3.23, 2.20, 1.52]], "nbo_charge": [-0.60, -0.40, -0.40, -0.41, -0.43, -0.23, -0.50, -0.26, -0.04, -0.21, -0.22, -0.06, 0.12, -0.22, -0.21, 0.20, 0.22, 0.21, 0.21, 0.19, 0.23, 0.17, 0.18, 0.24, 0.25, 0.22, 0.23, 0.23, 0.44, 0.44, 0.23, 0.24, 0.22, 0.25, 0.25, 0.22]}

No. 2
{"formula": "C4H14NO2", "method": "wB97M-V/def2-TZVPD", "relative_energy_kj_mol": 790.20, "multiplicity": 1, "e_lumo_ev": -9.4, "total_charge": 1, "gap_ev": 5.59, "e_tot_ha": -365.5298, "elements": ["C", "C", "C", "C", "O", "N", "H", "H", "H", "H", "H", "H", "H", "H", "H", "H", "H", "H", "H", "H", "O"], "coordinates": [[-1.73, 1.32, -1.05], [-1.64, 1.65, 0.42], [-1.38, 0.39, 1.23], [0.13, 0.03, 1.15], [0.51, -0.02, -0.12], [2.79, -0.23, -0.17], [-1.20, 2.10, -1.59], [-1.31, 0.33, -1.30], [-2.70, 1.35, -1.53], [-2.55, 2.15, 0.76], [-1.95, -0.43, 0.81], [-1.69, 0.45, 2.27], [0.14, -0.99, 1.61], [0.83, 0.54, 1.82], [0.59, -1.68, -0.64], [3.07, 0.70, 0.07], [-0.86, 2.39, 0.58], [2.17, -0.85, -0.64], [1.05, -2.64, -1.79], [3.69, -0.71, -0.03], [0.56, -2.59, -0.97]], "nbo_charge": [-0.62, -0.43, -0.32, -0.09, -0.21, -0.86, 0.24, 0.24, 0.27, 0.28, 0.24, 0.27, 0.29, 0.21, 0.45, 0.43, 0.23, 0.43, 0.48, 0.40, -0.93]}

No. 3
{"formula": "C42H64ClIO16S4", "method": "wB97M-V/def2-TZVPD", "relative_energy_kj_mol": 905.15, "multiplicity": 1, "smiles": "CCCc1c(OCCOCC)c(CCCC(=O)OCC)c(I)c2c1C(=O)c1c(cc(C[C@H]3CO3)c(S)c1CCCCl)C2=O.CCOS(C)(=O)=O.CCOS(C)(=O)=O.CCOS(C)(=O)=O", "e_lumo_ev": -1.0, "total_charge": 0, "gap_ev": 7.56, "e_tot_ha": -5192.6269, "elements": ["C", "C", "C", "C", "C", "O", "C", "C", "O", "C", "C", "C", "C", "C", "C", "C", "O", "O", "C", "C", "C", "I", "C", "C", "C", "O", "C", "C", "C", "C", "C", "C", "C", "O", "C", "S", "C", "C", "C", "C", "Cl", "C", "O", "H", "H", "H", "H", "H", "H", "H", "H", "H", "H", "H", "H", "H", "H", "H", "H", "H", "H", "H", "H", "H", "H", "H", "H", "H", "H", "H", "H", "H", "H", "H", "H", "H", "H", "H", "H", "H", "H", "H", "H", "C", "C", "O", "S", "C", "O", "O", "H", "H", "H", "H", "H", "H", "H", "H", "C", "C", "O", "S", "C", "O", "O", "H", "H", "H", "H", "H", "H", "H", "H", "C", "C", "O", "S", "C", "O", "O", "H", "H", "H", "H", "H", "H", "H", "H"], "coordinates": [[0.87, -0.33, 3.60], [1.28, 1.11, 2.99], [2.76, 0.95, 2.37], [2.80, -0.36, 1.42], [3.56, -1.66, 1.90], [4.14, -1.58, 3.20], [5.56, -1.87, 3.21], [6.36, -1.42, 1.91], [6.23, 0.00, 1.61], [6.55, 0.15, 0.20], [8.08, -0.12, -0.19], [3.57, -2.89, 0.96], [4.28, -4.25, 1.39], [3.44, -4.81, 2.68], [2.49, -5.99, 2.12], [2.94, -7.41, 2.73], [3.71, -8.12, 2.03], [2.48, -7.94, 3.98], [3.37, -7.59, 5.07], [4.46, -8.76, 5.40], [2.83, -2.79, -0.44], [2.78, -4.48, -1.85], [2.09, -1.51, -0.90], [2.07, -0.26, 0.07], [1.25, 1.04, -0.42], [1.66, 2.22, -0.27], [-0.14, 0.69, -1.16], [-0.12, -0.55, -2.14], [-1.41, -0.96, -2.88], [-2.74, -0.15, -2.72], [-4.02, -0.61, -3.57], [-4.78, -1.89, -2.69], [-4.14, -3.41, -3.00], [-3.92, -2.57, -1.66], [-2.72, 1.06, -1.76], [-4.29, 2.04, -1.56], [-1.46, 1.51, -0.93], [-1.54, 2.75, 0.08], [-1.63, 4.19, -0.63], [-2.89, 5.06, -0.09], [-2.80, 5.32, 1.74], [1.29, -1.34, -2.26], [1.66, -1.71, -3.40], [0.39, -0.96, 2.78], [1.83, -0.84, 4.00], [0.16, -0.24, 4.49], [1.29, 1.96, 3.75], [0.51, 1.37, 2.19], [3.10, 1.85, 1.73], [3.53, 0.84, 3.21], [6.04, -1.32, 4.11], [5.68, -2.99, 3.46], [7.49, -1.58, 2.15], [6.17, -2.09, 0.99], [6.32, 1.26, -0.06], [5.82, -0.49, -0.43], [8.10, -0.27, -1.34], [8.53, -1.06, 0.26], [8.78, 0.75, 0.07], [5.38, -4.05, 1.70], [4.32, -5.05, 0.58], [2.79, -3.98, 3.14], [4.23, -5.15, 3.44], [2.47, -6.07, 0.97], [1.40, -5.71, 2.42], [3.99, -6.64, 4.91], [2.76, -7.41, 6.04], [3.98, -9.67, 5.90], [5.20, -8.26, 6.15], [5.02, -9.00, 4.44], [-1.44, -1.87, -3.58], [-4.81, 0.19, -3.70], [-3.70, -1.11, -4.55], [-5.97, -1.81, -2.53], [-4.60, -4.31, -2.50], [-3.19, -3.43, -3.65], [-5.16, 1.21, -0.85], [-2.53, 2.62, 0.67], [-0.72, 2.71, 0.89], [-1.77, 4.12, -1.77], [-0.70, 4.82, -0.35], [-3.89, 4.57, -0.38], [-2.92, 6.11, -0.55], [-5.94, 5.88, -5.90], [-6.66, 4.56, -6.12], [-5.98, 3.75, -7.08], [-4.66, 2.93, -6.61], [-4.55, 1.86, -8.02], [-4.99, 2.14, -5.45], [-3.53, 3.82, -6.62], [-4.98, 5.72, -5.40], [-6.54, 6.54, -5.27], [-5.74, 6.37, -6.85], [-6.79, 4.01, -5.18], [-7.65, 4.76, -6.53], [-5.43, 1.23, -8.05], [-3.65, 1.26, -7.91], [-4.48, 2.47, -8.92], [-0.10, -7.54, 11.60], [-0.02, -6.93, 10.22], [0.90, -5.84, 10.18], [2.48, -6.16, 10.10], [3.02, -4.54, 9.66], [2.72, -7.05, 8.99], [2.95, -6.46, 11.43], [0.83, -8.04, 11.86], [-0.90, -8.28, 11.65], [-0.28, -6.77, 12.36], [0.23, -7.68, 9.47], [-1.00, -6.53, 9.95], [2.61, -4.28, 8.68], [4.11, -4.54, 9.63], [2.67, -3.83, 10.42], [-5.40, 11.50, -9.87], [-4.41, 10.39, -9.55], [-3.90, 10.51, -8.22], [-4.83, 10.02, -7.00], [-3.57, 10.01, -5.76], [-5.25, 8.66, -7.24], [-5.77, 11.06, -6.68], [-6.31, 11.40, -9.28], [-5.67, 11.48, -10.93], [-4.97, 12.48, -9.63], [-4.86, 9.41, -9.71], [-3.56, 10.47, -10.23], [-2.82, 9.26, -6.02], [-4.03, 9.75, -4.80], [-3.12, 11.00, -5.70]], "mulliken_charge": [-0.73, 0.13, -1.17, 0.27, 0.48, -0.51, -0.75, -0.51, -0.39, 0.01, -1.00, 1.26, -1.25, -0.02, -0.16, 0.27, -0.55, -0.33, 0.23, -0.95, -1.42, 0.01, 0.83, 0.64, -0.36, -0.54, 0.23, 0.34, -0.79, 0.70, -1.05, 0.22, -0.41, -0.37, 0.39, -0.22, 0.04, -0.31, -0.65, -0.35, -0.24, -0.33, -0.51, 0.21, 0.04, 0.40, 0.45, -0.33, 0.44, 0.27, 0.40, 0.19, 0.38, 0.35, 0.34, 0.13, 0.32, 0.26, 0.27, 0.22, 0.52, 0.11, 0.13, 0.13, 0.38, -0.03, 0.15, 0.27, 0.29, 0.29, 0.17, 0.18, 0.34, 0.29, 0.31, 0.12, 0.17, 0.54, -0.04, 0.32, 0.31, 0.18, 0.37, -0.95, -0.39, -0.29, 1.17, -0.99, -0.56, -0.61, 0.28, 0.42, 0.31, 0.28, 0.29, 0.31, 0.38, 0.34, -1.00, -0.29, -0.27, 1.12, -0.96, -0.55, -0.60, 0.30, 0.38, 0.26, 0.29, 0.28, 0.32, 0.37, 0.34, -0.98, -0.30, -0.29, 1.14, -0.97, -0.56, -0.60, 0.29, 0.39, 0.27, 0.29, 0.27, 0.32, 0.37, 0.35]}